157
Properties=species:S:1:pos:R:3:forces:R:3:mulliken_charge:R:1 method="wB97M-V/def2-TZVPD" total_charge=-2 multiplicity=2 gap_ev="3.5354 / 3.5341" e_above_lowest_kj_mol=88.4 homo_ev="-0.48 / -0.48" molar_mass_g_mol=1473.947
Rb -0.38777 0.97952 -0.31130 0.8 0.1 0.3 0.613
C -0.49491 -6.41341 1.52577 -0.1 0.4 -0.2 -1.195
Si -1.91883 -5.79174 0.41788 -0.2 -0.7 0.6 0.518
C -2.19113 -7.20342 -0.83861 0.1 0.5 -0.1 -1.063
C -3.48453 -5.74643 1.50561 0.3 0.2 -0.2 -0.803
As -1.54905 -3.54428 -0.16444 0.0 -0.3 -0.3 0.459
Si 0.22244 -3.72247 -1.69939 0.8 -0.1 -0.5 -0.001
C 1.68255 -4.50433 -0.75414 -0.4 0.1 0.0 -0.876
C 0.79969 -2.02087 -2.27048 -0.5 -0.3 0.3 0.543
C -0.13708 -4.84143 -3.19690 -0.1 0.2 0.3 -1.196
Si -3.40065 -3.17931 -1.59049 -0.9 0.2 -0.5 0.291
C -2.98017 -2.17563 -3.12342 0.3 -0.1 0.4 -0.189
C -4.31553 -4.73229 -2.23582 0.4 0.1 0.3 -1.221
C -4.65095 -2.29282 -0.46487 0.4 -0.1 -0.1 -0.649
H -0.84608 -7.14107 2.25889 -0.1 0.0 0.0 0.440
H -0.03639 -5.58372 2.06626 0.0 0.0 0.1 0.182
H 0.28429 -6.89217 0.93151 0.0 0.0 0.0 0.328
H -2.10209 -8.17532 -0.35026 0.0 0.0 0.2 0.378
H -1.45122 -7.16471 -1.63832 0.0 0.0 0.0 0.226
H -3.17648 -7.14697 -1.29976 0.0 0.0 0.0 0.319
H -3.66824 -6.68647 2.02734 0.1 -0.1 0.0 0.448
H -4.36305 -5.51971 0.89922 0.0 0.0 0.0 0.238
H -3.38607 -4.95296 2.24856 0.0 0.0 0.0 -0.092
H 1.74038 -4.08425 0.25258 0.0 0.0 0.0 -0.029
H 2.63109 -4.30699 -1.25544 0.0 0.1 -0.1 0.425
H 1.57741 -5.58541 -0.65511 0.0 -0.1 0.0 0.302
H 1.24870 -1.46948 -1.43948 0.0 0.0 0.0 -0.234
H -0.00680 -1.41275 -2.69078 0.0 0.1 0.0 -0.373
H 1.55700 -2.11344 -3.04919 0.0 -0.1 0.0 0.006
H -0.10144 -5.89306 -2.90874 0.0 0.0 0.0 0.384
H 0.58970 -4.68607 -3.99438 0.1 0.1 0.0 0.481
H -1.12677 -4.63797 -3.60730 0.0 0.0 -0.1 0.222
H -2.21541 -2.67373 -3.72392 0.0 0.0 0.0 -0.137
H -2.62253 -1.16223 -2.91716 0.0 0.1 0.0 -0.233
H -3.85933 -2.05472 -3.75803 -0.1 -0.1 0.1 0.519
H -3.64608 -5.37309 -2.81154 0.0 0.0 0.0 0.266
H -5.12925 -4.42844 -2.89559 0.0 0.2 0.0 0.425
H -4.74475 -5.32786 -1.42824 0.0 0.0 0.0 0.285
H -4.14334 -1.47149 0.04561 0.0 0.1 0.0 -0.359
H -5.04125 -2.97047 0.29847 0.0 -0.1 0.0 0.312
H -5.49394 -1.88272 -1.02244 0.0 0.0 -0.1 0.511
O -2.34404 0.30311 1.40071 0.0 -0.2 0.2 0.483
P -2.72681 0.46835 2.81846 -0.8 0.5 1.1 -1.841
N -2.35036 -0.83675 3.76481 -0.1 0.2 -0.2 1.253
C -2.81819 -2.13412 3.26950 0.1 -0.2 -0.1 -0.126
C -2.40039 -3.09176 4.37586 -0.1 0.1 0.1 -0.271
C -2.66157 -2.26244 5.63532 0.1 0.0 -0.1 -0.919
C -2.21319 -0.85730 5.22221 0.1 0.0 0.1 -0.398
N -2.17873 1.76924 3.71632 0.1 -0.6 -0.6 0.303
C -0.90133 1.78909 4.46017 0.1 0.0 0.3 -0.016
C -0.35966 3.20781 4.30322 0.2 0.1 -0.3 0.242
C -1.58854 4.03470 3.92949 0.0 -0.1 0.0 -0.868
C -2.36617 3.06945 3.04533 -0.2 0.3 0.0 -0.158
N -4.38994 0.64168 2.89886 0.3 0.1 -0.3 0.519
C -5.23546 1.00114 1.76482 -0.1 0.0 -0.2 -0.026
C -6.63818 0.78319 2.31979 0.1 0.1 0.0 -0.766
C -6.49471 1.29729 3.75517 0.0 -0.1 -0.1 -0.747
C -5.09890 0.81179 4.16125 0.0 -0.1 0.1 -0.202
H -2.35846 -2.35933 2.30594 0.0 0.0 0.0 -0.599
H -3.91145 -2.14282 3.14033 0.0 0.0 0.0 0.255
H -1.33316 -3.30429 4.28866 0.0 0.0 0.0 0.060
H -2.95551 -4.02911 4.35416 0.0 0.0 0.0 0.464
H -2.10152 -2.61757 6.50027 -0.1 0.0 0.1 0.402
H -3.72697 -2.27445 5.87927 0.0 0.0 0.0 0.329
H -1.16380 -0.71260 5.48928 0.0 0.1 0.0 -0.019
H -2.80075 -0.07183 5.70347 0.0 0.0 0.0 0.357
H -0.19366 1.04652 4.08806 0.0 0.0 0.0 -0.211
H -1.11118 1.56580 5.51273 0.1 0.0 -0.1 0.228
H 0.35242 3.23722 3.46073 -0.1 0.0 0.1 -0.518
H 0.13521 3.55826 5.21027 0.0 0.0 0.0 0.419
H -1.32439 4.94894 3.39945 0.0 0.0 0.0 0.413
H -2.18003 4.28965 4.81561 0.0 0.0 0.0 0.310
H -1.94349 3.06810 2.03419 0.0 0.0 0.0 -0.066
H -3.43253 3.30737 2.98258 0.0 0.0 0.0 0.207
H -5.00519 0.37672 0.90358 0.0 0.1 0.0 -0.161
H -5.10596 2.05084 1.46719 0.0 0.0 0.0 0.234
H -6.87474 -0.28352 2.32279 0.0 0.0 0.0 0.262
H -7.40107 1.30927 1.74650 0.0 0.0 0.0 0.414
H -7.27204 0.92454 4.42225 0.0 0.0 0.0 0.404
H -6.53041 2.38839 3.75877 0.0 0.0 0.0 0.317
H -5.16541 -0.14920 4.68914 0.0 0.0 0.0 0.073
H -4.58338 1.51827 4.81982 0.0 0.0 0.0 0.258
Br 1.47050 -2.25042 5.77739 0.2 0.1 -0.1 -0.165
C 2.86849 -2.36694 4.47816 -0.8 -0.4 -0.1 0.520
C 4.13336 -2.68211 4.93275 0.3 -0.1 0.1 -0.566
C 5.16040 -2.88887 4.02501 -0.2 0.1 -0.3 -0.501
C 4.88966 -2.81753 2.65906 0.4 -0.2 0.4 -0.895
C 3.62212 -2.50391 2.21699 -0.6 -0.1 -0.2 -0.078
C 2.58033 -2.28550 3.11705 -0.2 1.3 -0.2 -0.175
I 0.79811 -1.29507 2.38017 0.9 -1.0 0.5 0.332
H 4.31306 -2.76203 5.99601 0.0 0.0 0.0 0.378
H 6.15922 -3.10503 4.37691 0.0 0.0 0.0 0.367
H 5.67748 -3.00491 1.94210 0.0 0.1 0.0 0.389
H 3.41348 -2.43706 1.15721 0.1 0.1 0.0 0.342
C 3.50108 1.49169 -0.19333 -0.2 0.2 0.2 -0.373
Ge 3.13754 2.87000 1.20802 0.3 -0.2 0.0 0.821
C 3.78164 1.95265 2.89038 -0.1 0.1 -0.2 -1.106
C 4.59312 4.23608 0.88439 -0.3 -0.1 0.0 -1.347
C 1.26892 3.32529 1.32332 0.1 -0.1 0.0 -0.960
H 4.57351 1.39945 -0.37636 0.0 0.0 0.0 0.374
H 3.01541 1.76179 -1.13291 0.0 0.0 -0.1 -0.293
H 3.13041 0.51306 0.12764 -0.1 0.0 0.0 0.051
H 4.76292 2.32700 3.18807 0.1 0.0 0.0 0.407
H 3.86098 0.87751 2.71587 0.0 -0.1 0.0 0.156
H 3.08944 2.10721 3.71961 -0.1 0.0 0.0 0.270
H 5.57134 3.75528 0.81625 0.0 -0.1 0.0 0.346
H 4.62294 4.96575 1.69672 0.0 0.0 0.0 0.378
H 4.41153 4.77234 -0.04832 0.0 0.0 0.0 0.293
H 1.18317 4.42838 1.28275 -0.1 0.0 0.0 0.211
C -2.84312 2.51190 -1.58915 0.1 -0.1 -0.1 -0.768
C -1.93205 1.84294 -2.63065 0.2 0.0 -0.6 0.494
O -2.50918 1.00048 -3.40819 -0.6 -0.1 0.2 -0.772
N -0.67359 2.15927 -2.65305 -0.1 0.5 -0.5 -0.910
Te 0.01648 1.28332 -4.54093 -0.3 -0.2 0.1 0.737
C 1.01947 0.33294 -6.67057 0.3 0.3 -0.2 -1.723
C 0.84970 -1.01214 -7.02910 -0.1 0.2 0.1 1.689
C 0.04713 -1.93518 -6.13572 0.1 0.1 0.0 -1.038
C 1.37960 -1.53839 -8.20835 0.0 -0.1 -0.1 -0.949
C 2.09344 -0.74764 -9.09472 0.0 -0.1 0.0 1.107
C 2.67853 -1.32301 -10.36219 -0.1 0.1 0.1 -1.547
C 2.21840 0.60187 -8.79217 0.0 0.1 0.0 -0.991
C 1.69309 1.13587 -7.61644 -0.1 -0.2 -0.2 1.325
C 1.81578 2.62566 -7.41503 0.0 -0.1 0.1 -1.388
C 1.93903 2.14721 -4.13902 0.1 0.0 0.0 0.042
C 3.10485 1.37613 -4.06839 0.0 -0.1 0.0 1.220
C 3.12407 -0.10882 -4.31782 0.0 0.0 0.0 -1.102
C 4.32520 1.97561 -3.75585 0.1 0.1 0.0 -0.903
C 4.42868 3.33000 -3.50267 0.1 0.0 0.0 1.205
C 5.74196 3.95555 -3.10913 -0.1 -0.1 0.0 -1.655
C 3.27478 4.09781 -3.59679 0.1 0.0 0.0 -0.967
C 2.04626 3.53497 -3.91651 -0.1 0.1 0.0 1.292
C 0.85662 4.44228 -4.03652 0.0 0.1 0.1 -1.896
H -3.67634 2.97875 -2.11765 -0.1 0.0 0.0 0.459
H -2.30370 3.27283 -1.02398 0.0 0.0 0.1 0.213
H -3.24702 1.74696 -0.91959 -0.2 0.0 0.1 -0.113
H -0.46121 -1.34968 -5.37168 0.0 -0.1 0.1 -0.349
H 0.69143 -2.66872 -5.63974 0.0 -0.1 0.1 0.120
H -0.70229 -2.48317 -6.71382 0.0 -0.1 0.0 0.537
H 1.22552 -2.59125 -8.44724 0.0 0.0 0.0 0.253
H 2.71467 -2.41209 -10.30575 0.0 0.0 0.0 0.358
H 3.69327 -0.95394 -10.52533 0.0 0.0 0.0 0.349
H 2.08175 -1.04906 -11.23734 0.0 0.0 0.0 0.273
H 2.72440 1.26120 -9.49713 0.1 0.0 0.0 0.295
H 1.91004 3.14210 -8.37468 0.0 0.0 0.0 0.472
H 2.68004 2.87839 -6.79768 0.0 0.0 0.1 0.172
H 0.92905 2.98924 -6.89719 0.0 0.1 0.0 0.088
H 2.11037 -0.48684 -4.41620 0.0 -0.1 0.0 -0.802
H 3.63914 -0.62641 -3.50180 0.0 0.0 0.0 0.566
H 3.65877 -0.33401 -5.24444 -0.1 0.0 0.0 0.342
H 5.21662 1.35697 -3.69008 0.0 0.0 0.0 0.222
H 6.56668 3.26001 -3.27129 0.0 0.0 0.0 0.368
H 5.72949 4.22393 -2.04953 0.1 0.0 0.0 0.183
H 5.93356 4.86344 -3.68516 0.0 0.0 0.0 0.391
H 3.33780 5.16691 -3.41273 0.0 0.0 0.0 0.252
H 1.13681 5.48239 -3.85306 0.0 0.0 0.0 0.444
H 0.09180 4.13311 -3.32216 0.0 0.0 0.0 0.259
H 0.41327 4.36351 -5.03193 0.0 0.0 0.0 0.202


160
Properties=species:S:1:pos:R:3:forces:R:3:mulliken_charge:R:1 method="wB97M-V/def2-TZVPD" total_charge=+1 gap_ev=5.9412 e_above_lowest_kj_mol=379.3 homo_ev=-9.47 molar_mass_g_mol=1238.467
C 5.43542 -1.67318 1.96167 0.0 -0.3 0.2 -1.013
C 4.52004 -1.92878 1.00800 0.2 0.5 0.2 -0.587
C 3.24334 -1.11762 0.98133 0.5 0.7 -0.3 -0.099
C 2.65050 -0.69390 -0.40437 -0.3 0.8 0.2 1.302
P 3.37151 -1.71970 -1.83916 0.3 -0.1 -1.5 -1.171
C 5.19048 -1.45397 -2.15725 1.0 -0.1 0.9 0.010
C 5.93989 -2.67122 -2.76222 -0.7 0.8 -0.6 -1.322
C 3.12743 -3.54622 -1.75353 0.5 -1.0 -0.3 -0.577
C 2.97563 -4.06276 -3.23518 -0.5 0.2 0.3 -1.377
C 3.04794 0.78473 -0.78531 1.8 -0.9 0.7 0.787
F 3.35788 0.94991 -2.10792 -1.4 0.2 -0.3 -0.439
Cl 4.71599 1.19022 -0.10035 -0.4 0.1 0.3 -0.098
C 2.20654 1.91948 -0.19852 1.6 -0.1 -0.2 -2.297
N 0.69189 1.90606 -0.31650 1.3 0.1 -0.6 2.512
C 0.50693 2.31838 -1.75869 0.6 0.7 -1.8 -1.297
C -0.75346 2.19461 -2.60505 0.4 2.7 -0.4 -0.433
O -1.51246 1.35456 -2.79490 -1.3 -2.4 0.6 -0.215
Br -1.02794 3.76438 -3.82552 0.7 -0.1 0.3 -0.134
C 0.21706 3.03144 0.60036 -1.3 2.2 1.3 -1.473
I -1.33755 4.40271 -0.17698 0.2 -0.6 -0.3 0.233
C 1.24518 4.03173 1.17562 0.5 0.6 0.5 0.129
C 0.60086 5.04100 2.17775 0.6 -0.2 0.4 -1.462
C 0.27157 0.52131 0.12922 -0.6 -4.0 1.9 1.557
C 0.59546 0.40478 1.65207 0.5 1.3 0.4 0.120
C -0.26890 0.17142 2.65880 -0.8 -0.8 -0.5 -0.988
C -1.22435 0.15214 0.01310 -1.4 0.3 -1.5 -0.473
C -2.30852 1.15960 0.36741 -0.7 0.0 -3.0 -1.291
O -2.54874 1.53373 1.43482 0.3 0.9 3.9 -0.349
O -3.21258 1.64115 -0.62380 0.7 -1.6 -0.1 0.033
C -4.47710 1.02377 -0.52612 1.1 -1.5 0.3 0.431
C -4.54370 -0.49266 -0.45439 0.4 0.0 -0.1 -0.644
O -5.44251 1.66883 -0.51002 -1.6 1.8 -0.3 -0.428
C 1.02973 -0.71162 -0.49831 1.9 -1.1 -1.4 -2.267
I 0.68783 -0.96834 -2.72411 -1.4 0.6 -0.3 0.194
C 0.54065 -2.09211 0.06180 -0.7 0.0 0.3 -0.251
C -0.46412 -2.94177 -0.73206 -0.6 -0.9 1.5 -1.444
O -0.97559 -3.88299 0.29006 -0.2 0.5 -0.8 -0.374
C -1.44307 -5.00645 -0.40406 -2.0 2.1 0.2 0.796
C -2.81557 -4.90483 -1.04843 0.4 0.3 0.1 -0.914
O -0.77176 -5.94565 -0.46701 2.0 -2.9 -0.1 -0.484
H 5.70906 -2.51410 2.60405 1.5 0.0 -0.9 0.275
H 5.85856 -0.68257 2.13426 -1.1 0.1 1.0 0.259
H 4.75134 -2.75610 0.33414 -1.3 -0.8 0.7 0.413
H 2.55338 -1.72200 1.58743 -0.1 0.0 -0.5 0.586
H 3.43624 -0.26880 1.66302 -0.1 0.0 -0.4 0.086
H 5.78247 -1.09605 -1.30359 -0.3 -0.1 0.0 0.394
H 5.25424 -0.65795 -2.90926 -0.3 -0.1 0.2 0.515
H 6.94209 -2.32203 -3.03512 -0.1 -0.3 0.3 0.545
H 5.45124 -2.88823 -3.72152 0.2 -0.4 0.3 0.212
H 5.97481 -3.55429 -2.12172 0.1 0.2 -0.1 0.239
H 4.00999 -4.04229 -1.32854 -0.3 0.1 0.2 0.682
H 2.25905 -3.95735 -1.23316 0.2 0.6 0.3 0.961
H 2.71715 -3.22913 -3.90277 0.3 -0.2 0.0 0.378
H 3.86178 -4.59536 -3.58341 -0.1 0.3 0.0 0.389
H 2.12631 -4.75549 -3.29808 0.3 0.0 0.1 0.296
H 2.62459 2.81567 -0.66675 -0.5 0.0 0.1 0.740
H 2.55427 1.93091 0.83060 -0.8 0.1 0.0 0.226
H 0.85852 3.35272 -1.82737 -0.5 0.0 0.4 0.963
H 1.24064 1.85615 -2.44604 -0.2 -0.6 0.7 0.909
H -0.37832 2.69426 1.44789 0.4 -0.9 -0.3 0.590
H 1.73110 4.64219 0.40226 -0.1 -0.4 0.0 0.419
H 2.04842 3.59183 1.78254 -0.3 -0.5 -0.5 0.057
H -0.28830 4.64091 2.67562 0.0 0.2 -0.3 0.356
H 0.44413 6.02505 1.73387 -0.5 -0.3 -0.1 0.441
H 1.32222 5.22558 2.98763 -0.1 -0.2 -0.2 0.408
H 1.60509 0.61523 2.02326 -0.4 1.4 -0.5 -0.809
H -0.91696 -0.71262 2.63487 -1.0 1.0 -0.5 0.299
H -0.42684 0.84908 3.50072 1.4 -0.9 0.7 0.171
H -1.49878 -0.26661 -0.96361 0.6 0.6 -0.1 0.856
H -1.51307 -0.68037 0.66580 0.7 0.3 0.3 1.008
H -5.59812 -0.77410 -0.42927 0.2 0.1 -0.1 0.300
H -4.07097 -0.92359 -1.34682 0.0 0.0 0.2 0.283
H -4.08333 -0.90012 0.45682 0.1 0.2 -0.2 0.252
H 0.06330 -2.00605 1.04916 0.2 0.3 -0.2 0.116
H 1.37469 -2.76752 0.27255 0.1 0.4 -0.3 1.353
H -0.00368 -3.60145 -1.47447 0.1 0.7 -0.3 0.627
H -1.35439 -2.42497 -1.09752 0.5 0.2 -0.4 -0.073
H -3.56871 -4.88761 -0.25355 0.0 0.1 -0.3 0.288
H -2.96871 -5.75828 -1.71028 0.0 0.0 0.3 0.351
H -2.85956 -3.99736 -1.66326 -0.2 -0.1 0.3 0.297
C -8.21899 2.30629 -3.17052 -0.1 0.1 0.1 -1.365
C -8.48514 1.85698 -1.73755 0.1 0.0 -0.1 -0.112
C -8.62636 0.34285 -1.59488 0.0 0.0 0.1 0.042
C -9.79889 -0.27742 -2.35757 0.0 0.0 -0.1 -1.000
C -11.17286 0.28760 -1.99937 0.0 -0.1 0.1 -0.425
C -11.55908 0.05485 -0.54184 -0.1 0.1 -0.1 -1.131
H -9.04313 2.04590 -3.83709 0.0 0.0 0.0 0.353
H -8.09363 3.38964 -3.21170 0.0 0.0 -0.1 0.397
H -7.30590 1.84720 -3.55832 0.0 0.0 0.0 0.277
H -9.37618 2.36253 -1.35431 0.0 -0.1 0.0 0.356
H -7.65581 2.18462 -1.11092 -0.1 0.0 0.0 0.089
H -8.71252 0.09567 -0.53150 0.0 0.0 0.0 0.177
H -7.70025 -0.13327 -1.93953 0.0 0.0 0.0 0.120
H -9.80031 -1.35710 -2.17365 0.0 0.0 0.0 0.390
H -9.63869 -0.15851 -3.43323 0.0 0.0 0.0 0.356
H -11.91913 -0.19185 -2.63838 0.0 0.0 0.0 0.382
H -11.21642 1.35645 -2.22516 0.0 0.0 0.0 0.241
H -11.56775 -1.01190 -0.30773 0.0 0.0 0.0 0.291
H -12.55787 0.44917 -0.34738 0.0 0.0 0.1 0.397
H -10.87048 0.55254 0.14346 0.0 0.0 0.0 0.228
C 6.53050 -3.53456 -7.50867 0.0 -0.2 0.0 -1.219
C 7.56326 -3.90249 -6.44811 -0.1 0.1 0.0 -0.419
C 8.47465 -2.73822 -6.06353 0.1 0.0 0.1 -0.452
C 9.34540 -2.19095 -7.19615 -0.1 0.0 -0.1 -0.861
C 10.26457 -3.21686 -7.85863 0.1 0.1 0.1 -0.406
C 11.29376 -3.81134 -6.90215 0.0 -0.1 -0.1 -1.177
H 7.00219 -3.23503 -8.44559 0.0 0.0 0.0 0.312
H 5.88586 -4.38855 -7.72422 0.0 0.0 0.0 0.387
H 5.89652 -2.71282 -7.16563 0.0 0.0 0.0 0.268
H 8.15505 -4.75462 -6.79232 0.0 0.0 0.0 0.344
H 7.03547 -4.24004 -5.55034 0.1 0.0 0.0 0.296
H 9.11390 -3.05173 -5.23240 0.0 0.0 0.0 0.368
H 7.85915 -1.91824 -5.67535 0.0 0.0 0.0 0.280
H 9.95450 -1.37218 -6.79978 0.0 0.0 0.0 0.377
H 8.70709 -1.74318 -7.96356 0.0 0.0 0.0 0.349
H 10.79434 -2.72473 -8.67834 0.0 0.0 0.0 0.371
H 9.67644 -4.01990 -8.31144 0.0 0.0 0.0 0.241
H 11.92400 -3.02894 -6.47434 0.0 0.0 0.0 0.294
H 11.94151 -4.51207 -7.43132 0.0 0.0 0.1 0.376
H 10.81899 -4.35663 -6.08464 0.0 0.0 0.0 0.276
C -5.49308 2.09853 2.73856 -0.4 0.2 0.1 -0.408
C -5.73170 1.64160 4.17244 0.3 -0.1 -0.1 -0.611
C -5.88481 0.12652 4.30024 -0.1 0.0 0.1 -0.647
C -7.07933 -0.46890 3.55073 0.0 0.0 -0.1 -0.110
C -8.44078 0.10628 3.93950 0.0 -0.1 0.1 -0.375
C -8.80548 -0.14198 5.39982 -0.1 0.1 -0.1 -1.336
H -6.34412 1.84852 2.10190 0.0 0.1 0.0 0.160
H -5.36413 3.18258 2.70929 0.0 0.0 -0.1 0.402
H -4.61077 1.65183 2.29043 0.0 -0.1 0.2 -0.175
H -6.60848 2.15165 4.57937 0.0 0.0 0.0 0.325
H -4.88322 1.95658 4.78803 -0.1 0.0 0.0 0.370
H -5.95260 -0.13381 5.36040 0.0 0.0 0.0 0.347
H -4.97122 -0.35562 3.93168 0.0 0.0 0.0 0.258
H -7.08978 -1.55081 3.72011 0.0 0.0 0.0 0.460
H -6.93708 -0.33632 2.47268 0.0 0.0 0.0 -0.225
H -9.20292 -0.35633 3.30652 0.0 0.1 0.0 0.388
H -8.47606 1.17865 3.72850 0.0 0.0 0.0 0.249
H -8.82233 -1.21138 5.61986 0.0 0.0 0.0 0.313
H -9.79630 0.26064 5.61565 0.0 0.0 0.1 0.397
H -8.10059 0.33853 6.08030 0.0 0.0 0.0 0.291
C 6.01571 4.82918 7.01404 0.0 0.0 -0.1 -1.238
C 4.60060 5.09156 6.50906 0.0 0.0 0.1 -0.297
C 3.53363 4.28768 7.25176 -0.1 0.0 -0.1 -0.690
C 3.65753 2.76820 7.11945 0.1 0.0 0.0 -0.903
C 3.63369 2.24049 5.68581 -0.1 -0.1 0.1 -0.462
C 2.32586 2.53695 4.95899 0.1 0.0 -0.2 0.044
H 6.30992 3.78773 6.87179 0.0 0.0 0.0 0.291
H 6.73304 5.44940 6.47443 0.0 0.0 0.1 0.381
H 6.09878 5.06665 8.07639 0.0 0.0 0.0 0.303
H 4.55142 4.89106 5.43391 0.0 0.0 0.0 0.203
H 4.37832 6.15498 6.63152 0.0 0.0 0.0 0.373
H 2.54587 4.60509 6.90284 0.0 0.0 0.0 0.287
H 3.57113 4.54450 8.31452 0.0 0.0 0.0 0.422
H 2.84169 2.30378 7.68254 0.0 0.0 0.0 0.366
H 4.58003 2.43327 7.60080 0.0 0.0 0.0 0.340
H 3.77886 1.15694 5.71458 0.0 0.0 0.0 0.405
H 4.47268 2.64764 5.11458 0.0 0.0 0.0 0.255
H 1.47760 2.09744 5.48856 0.0 0.1 0.0 0.351
H 2.35122 2.11174 3.94897 -0.1 0.0 0.0 -0.480
H 2.15272 3.61041 4.86051 0.0 0.0 0.0 0.049